Record 1
50
Properties=species:S:1:pos:R:3:forces:R:3:nbo_charge:R:1 method="wB97M-V/def2-TZVPD" total_charge=0 gap_ev=8.44 homo_ev=-8.574
C -5.7470 -1.7462 -1.4133 0.442 1.631 -5.156 -0.61
C -4.1806 -1.3695 -1.4255 -3.130 -8.436 -6.977 -0.05
H -3.7407 -1.1269 -2.4444 -0.506 -1.557 0.403 0.16
H -3.6902 -2.1377 -0.9047 1.278 -1.189 0.430 0.19
O -4.2050 -0.3030 -0.8477 -2.303 11.599 8.270 -0.49
C -3.1056 0.3639 -0.6214 -3.902 2.563 0.565 0.79
O -2.1735 -0.0108 -1.1446 7.893 -1.688 -3.454 -0.60
C -3.0753 1.6868 0.1389 1.991 -8.031 3.858 0.01
C -2.7302 1.2280 1.5852 1.066 -1.155 2.543 -0.23
N -1.3042 0.6103 1.6770 -1.660 6.602 -1.142 -0.71
C -0.4699 1.5656 0.9570 4.515 -11.507 9.710 -0.03
C 0.8465 1.2522 1.0121 6.468 -4.158 3.818 -0.08
C 1.8888 1.6780 0.2503 -2.591 5.124 0.349 -0.44
C 1.4865 2.9243 -0.4934 -0.332 -1.033 -3.322 -0.15
C 0.1054 3.0711 -0.8142 3.914 -6.495 8.133 -0.20
C -0.8987 2.3137 0.1443 1.824 9.424 -11.400 0.35
O -2.1054 2.4768 -0.1375 -2.598 5.712 -4.737 -0.43
H -0.2773 3.7888 -1.2872 -2.836 5.652 -4.184 0.19
H 2.3052 3.5099 -1.1420 -1.990 -1.190 1.721 0.23
S 3.5685 1.4631 0.6537 -0.403 3.565 -6.269 2.23
O 3.6352 0.2923 1.3492 0.744 -4.918 4.386 -0.95
O 4.2598 2.6796 0.9994 -0.543 -0.463 0.216 -0.91
C 4.0623 0.9472 -1.0733 1.221 -4.759 6.291 -0.63
C 5.4305 0.3829 -0.8806 3.145 2.912 -7.910 -0.61
H 6.1460 1.3182 -0.9971 -0.803 -2.341 1.262 0.24
H 5.6449 -0.4297 -0.3154 0.305 -1.589 2.786 0.23
H 5.8361 -0.2446 -2.0153 -1.478 1.961 2.808 0.18
H 3.3975 0.2102 -1.4131 -1.324 -1.434 0.329 0.23
H 3.8815 1.6401 -1.6930 -0.194 5.846 -4.558 0.21
H 1.3498 0.4191 1.9188 -2.203 2.500 -2.739 0.27
S -1.2981 -0.9456 1.7401 1.745 -5.310 -1.244 2.37
O -1.3207 -1.4013 3.0565 0.783 0.112 4.149 -0.96
O -2.4079 -1.4952 1.0609 -2.217 -0.080 -2.201 -1.00
C 0.1828 -1.7424 1.0020 -2.661 3.023 -1.157 -0.31
C 0.3083 -1.6381 -0.3463 -0.037 0.445 1.858 -0.14
C 1.5623 -1.8157 -0.8834 0.600 -2.903 -3.250 -0.32
C 2.5636 -2.4908 -0.2748 -12.878 5.451 10.809 -0.14
C 2.3872 -2.5313 1.5429 0.875 -0.515 -5.790 -0.14
C 1.1888 -2.0648 1.8573 0.792 -0.843 5.787 -0.29
H 0.9311 -2.0023 3.0022 0.374 -0.064 -2.188 0.26
H 3.2702 -2.9977 2.0554 -1.258 0.842 -0.289 0.23
Cl 3.8653 -2.9606 -0.5760 14.178 -5.202 -4.975 0.27
H 1.5536 -2.0416 -1.9618 0.294 1.049 -0.076 0.21
H -0.5101 -1.3273 -0.9316 -0.705 0.311 -0.665 0.26
H -2.8133 2.1259 2.2838 0.451 -1.237 -0.852 0.23
H -3.2069 0.3687 2.0198 -1.778 0.342 -0.115 0.25
H -3.9595 2.0243 0.2945 -5.761 3.310 -0.033 0.21
H -6.0704 -2.0094 -0.4585 -0.704 0.674 1.833 0.21
H -6.3391 -0.8879 -2.1224 1.373 -1.973 2.811 0.20
H -6.0279 -2.6203 -1.9827 0.522 -0.582 -0.442 0.20



Record 2
122
Properties=species:S:1:pos:R:3:forces:R:3:mulliken_spin:R:1 method="wB97M-V/def2-TZVPD" spin_multiplicity=3 s2=2.008 total_charge=0 gap_ev="8.43 / 8.43" homo_ev="-8.257 / -8.257"
C -1.2501 4.3592 0.2272 -0.065 0.015 0.143 0.00
N -0.8782 4.2669 1.6426 0.339 -0.234 -0.456 0.00
C -0.5296 2.8892 2.0313 0.032 0.188 0.143 0.00
C -1.1032 2.5523 3.4123 0.680 -0.127 0.094 0.00
O -0.0254 2.4593 4.4011 -0.257 -0.044 0.129 0.00
C -0.0270 1.2415 5.0010 0.229 0.070 0.041 0.00
O 0.5099 1.0404 6.0528 0.032 -0.031 -0.253 0.00
C -0.7621 0.2569 4.0999 -0.361 0.381 0.104 0.00
C -1.3333 -0.9122 4.8857 0.250 0.081 0.024 0.00
C 0.2978 -0.1751 3.0617 -0.043 -0.495 0.038 0.00
C -0.0818 -1.2868 2.0720 0.153 0.000 -0.205 0.00
C 1.1507 -2.1188 1.7098 0.068 0.382 0.343 0.00
S 0.7354 -3.1457 0.2865 -0.185 -0.194 -0.222 0.00
C 2.0447 -4.3789 0.4433 0.047 0.380 -0.235 0.00
S 1.9381 -5.5585 1.5558 0.214 0.056 0.271 0.00
N 3.0873 -4.1684 -0.4286 -0.362 -1.237 0.226 0.00
C 4.2805 -4.9997 -0.2209 0.324 0.393 -0.430 0.00
C 5.2380 -4.7888 -1.4108 0.044 -0.366 0.084 0.01
O 5.0862 -3.5197 -2.0048 0.071 0.036 -0.005 0.00
C 3.7988 -3.3279 -2.5653 -0.174 0.193 0.251 0.00
C 2.7479 -4.1750 -1.8551 0.162 0.682 -0.287 0.00
C -1.8606 1.2218 3.5988 -0.018 0.155 -0.071 0.00
C -2.6886 0.7003 2.4370 -0.036 0.268 -0.016 0.00
C -3.7447 1.6176 1.8559 -0.022 0.083 0.089 0.00
C -4.4164 1.1957 0.7124 -0.072 0.035 -0.162 0.00
C -5.3691 1.9942 0.0988 0.082 0.084 0.040 0.00
C -5.6883 3.2510 0.6106 -0.089 0.012 -0.069 0.00
C -6.6931 4.1516 -0.0656 0.308 -0.354 0.253 0.01
C -5.0427 3.6608 1.7680 0.199 -0.113 0.080 0.00
C -4.0867 2.8586 2.3821 -0.044 -0.042 0.009 0.00
H -2.1734 3.7986 0.0685 0.003 0.027 -0.050 0.00
H -1.4303 5.4017 -0.0352 -0.060 -0.003 0.038 0.00
H -0.4763 3.9737 -0.4493 -0.038 -0.072 -0.042 0.00
H -0.0338 4.8155 1.7507 -0.139 0.195 0.212 0.00
H 0.5573 2.7730 2.0841 -0.008 -0.071 -0.014 0.00
H -0.8823 2.1914 1.2702 -0.116 0.044 0.008 0.00
H -1.6569 3.4321 3.7263 -0.228 -0.122 -0.030 0.00
H -2.0503 -0.5432 5.6188 0.001 -0.083 0.055 0.00
H -1.8343 -1.6256 4.2339 -0.079 0.014 0.024 0.00
H -0.5354 -1.4347 5.4157 -0.032 0.005 0.025 0.00
H 1.1467 -0.5434 3.6495 0.005 0.057 0.006 0.00
H 0.6646 0.6805 2.4979 0.035 0.078 0.068 0.00
H -0.4713 -0.8603 1.1432 -0.096 0.036 0.081 0.00
H -0.8505 -1.9527 2.4613 -0.007 0.010 0.019 0.00
H 1.9825 -1.4517 1.4713 0.006 -0.073 -0.130 0.00
H 1.4600 -2.7347 2.5554 -0.118 -0.154 -0.081 0.00
H 4.0236 -6.0621 -0.1780 -0.073 0.001 0.247 0.00
H 4.7449 -4.6830 0.7123 -0.070 -0.152 0.066 0.00
H 6.2678 -4.8812 -1.0722 0.000 0.097 -0.034 0.00
H 5.0944 -5.5931 -2.1429 -0.030 0.104 -0.092 0.00
H 3.5536 -2.2787 -2.3868 0.029 0.007 -0.132 0.00
H 3.7925 -3.5095 -3.6453 0.076 -0.138 0.002 0.00
H 1.7657 -3.7398 -2.0286 -0.001 -0.013 0.083 0.00
H 2.7304 -5.2079 -2.2213 -0.003 -0.023 0.094 0.00
H -2.5011 1.4042 4.4710 -0.186 -0.174 -0.101 0.00
H -2.0099 0.4429 1.6235 -0.048 -0.144 -0.023 0.00
H -3.1813 -0.2255 2.7473 0.112 -0.063 -0.007 0.00
H -4.1860 0.2225 0.2903 0.019 0.013 -0.008 0.00
H -5.8632 1.6493 -0.8020 -0.016 -0.040 0.016 0.00
H -6.1777 4.9696 -0.5698 -0.186 0.080 -0.048 -0.01
H -7.3624 4.5685 0.6867 -0.078 0.130 -0.147 0.00
H -7.2731 3.5793 -0.7878 -0.073 0.140 -0.071 0.00
H -5.2669 4.6289 2.2002 -0.057 0.015 -0.018 0.00
H -3.6170 3.2210 3.2850 0.004 -0.002 0.006 0.00
C -6.9673 9.1292 -4.3029 0.168 0.016 0.018 0.01
C -7.4406 8.7892 -2.8809 -0.056 -0.009 -0.875 0.00
C -8.0103 10.0265 -2.1813 0.083 0.174 0.271 0.03
C -6.9411 11.0275 -1.7510 0.012 -0.104 -0.026 -0.02
C -5.8957 10.3429 -0.8725 -0.284 0.126 0.042 0.02
C -5.2635 9.1172 -1.5349 0.814 0.128 -0.372 0.03
N -6.3355 8.2032 -2.0552 -0.709 0.535 0.998 0.38
O -6.8000 7.4512 -1.1211 0.181 -0.383 -0.223 0.55
C -4.2967 9.5647 -2.6461 -0.060 -0.029 -0.088 0.02
C -4.4278 8.3460 -0.5186 -0.075 -0.098 0.177 -0.02
C -8.5419 7.7481 -3.0434 -0.106 -0.085 0.150 0.00
H -7.7407 9.7066 -4.8107 -0.070 -0.067 0.014 0.00
H -6.0551 9.7121 -4.3476 -0.036 0.040 0.033 0.00
H -6.8005 8.2150 -4.8740 0.027 -0.019 0.027 -0.01
H -8.5684 9.7060 -1.2959 0.061 -0.084 0.004 0.00
H -8.7308 10.5012 -2.8503 -0.014 -0.029 -0.030 0.00
H -6.4745 11.4875 -2.6266 0.017 -0.027 -0.007 0.00
H -7.4086 11.8389 -1.1906 0.010 0.027 -0.020 0.00
H -5.0991 11.0437 -0.6120 0.040 -0.026 0.002 0.00
H -6.3698 10.0395 0.0661 0.005 -0.092 -0.029 0.00
H -4.0521 8.7343 -3.3094 -0.013 -0.002 -0.007 -0.01
H -3.3695 9.9138 -2.1922 -0.008 -0.035 0.065 0.00
H -4.6722 10.3913 -3.2443 -0.024 -0.015 -0.001 0.00
H -5.0042 8.0712 0.3610 -0.040 -0.039 -0.048 0.00
H -3.5981 8.9757 -0.1969 0.012 0.031 -0.036 0.00
H -4.0190 7.4351 -0.9587 -0.010 0.003 -0.017 0.01
H -8.1432 6.8183 -3.4494 0.024 0.007 0.009 0.00
H -9.2849 8.1379 -3.7409 0.021 0.021 -0.034 0.00
H -9.0386 7.5242 -2.1027 0.045 -0.002 0.013 0.00
C 9.4851 -9.4804 0.4905 0.008 -0.091 -0.141 0.01
C 8.2594 -8.5796 0.2726 0.782 -0.200 0.341 0.00
C 7.0375 -9.1226 1.0193 -0.299 -0.105 -0.099 0.03
C 6.4308 -10.3638 0.3706 0.065 0.067 -0.041 -0.02
C 6.0908 -10.0853 -1.0920 -0.132 0.055 0.277 0.02
C 7.2846 -9.5732 -1.9009 0.413 -0.613 -0.501 0.01
N 7.9373 -8.4260 -1.1841 -1.244 0.178 0.524 0.42
O 7.3158 -7.3232 -1.4079 0.331 0.192 -0.241 0.50
C 8.2705 -10.7256 -2.1641 0.080 0.029 0.071 0.01
C 6.8174 -9.0827 -3.2669 -0.128 0.165 -0.038 0.00
C 8.6344 -7.2170 0.8438 -0.113 0.162 -0.007 0.00
H 9.5803 -9.7067 1.5530 0.002 0.093 0.027 0.00
H 9.4477 -10.4278 -0.0338 -0.051 -0.006 0.036 0.00
H 10.3931 -8.9659 0.1735 -0.012 0.009 -0.039 -0.01
H 6.2730 -8.3401 1.0638 0.039 0.038 -0.082 0.01
H 7.3280 -9.3338 2.0502 0.035 0.026 0.011 0.00
H 7.1146 -11.2128 0.4575 0.021 0.012 -0.023 0.00
H 5.5223 -10.6450 0.9057 0.008 -0.031 0.009 0.00
H 5.7107 -10.9894 -1.5733 0.013 0.003 -0.047 0.00
H 5.2859 -9.3443 -1.1302 0.062 0.063 -0.030 0.01
H 9.2411 -10.3446 -2.4834 0.005 0.007 0.013 -0.01
H 7.8789 -11.3539 -2.9637 -0.045 0.050 -0.030 0.00
H 8.4157 -11.3791 -1.3075 0.002 0.024 0.014 0.00
H 6.0368 -8.3305 -3.1863 0.051 0.038 0.035 0.00
H 6.4161 -9.9292 -3.8242 0.021 -0.042 0.016 0.00
H 7.6458 -8.6570 -3.8343 0.012 -0.001 0.015 0.00
H 9.4391 -6.7595 0.2681 -0.007 -0.014 -0.021 0.00
H 8.9804 -7.3561 1.8690 0.024 -0.035 0.003 0.00
H 7.7915 -6.5302 0.8582 -0.006 -0.019 -0.034 0.01



Record 3
8
Properties=species:S:1:pos:R:3:forces:R:3:mulliken_charge:R:1 method="wB97M-V/def2-TZVPD" total_charge=+4 gap_ev=8.04 homo_ev=-23.909
Sr -13.8775 -20.3981 -16.3341 1.773 -0.454 -0.415 1.86
Sr -12.0741 -17.2483 -17.8879 -1.219 -1.280 -2.468 1.81
Sr -16.6046 -17.8765 -18.0839 1.700 0.833 -2.319 1.86
Sr -14.5139 -16.7644 -14.2999 1.276 -1.326 0.923 1.89
F -14.2468 -17.1164 -19.1052 -0.688 0.077 1.371 -0.79
F -13.0355 -19.6941 -18.5259 -0.085 0.658 2.407 -0.81
F -14.3202 -17.9557 -16.7095 -1.414 0.458 1.384 -0.98
F -13.1977 -18.8941 -14.4419 -1.344 1.033 -0.882 -0.84



Record 4
89
Properties=species:S:1:pos:R:3:forces:R:3:mulliken_spin:R:1 method="wB97M-V/def2-TZVPD" spin_multiplicity=4 s2=3.932 total_charge=+4 gap_ev="6.30 / 5.28" homo_ev="-21.221 / -21.266"
Mn 0.0668 0.3693 -0.3369 0.182 0.314 0.909 2.05
C -1.7963 0.4841 -1.1367 -5.363 -0.020 -2.329 -0.03
O -2.8760 0.4912 -1.5848 5.582 0.025 2.344 0.02
C 1.9354 0.0393 0.4003 5.709 -0.792 1.179 -0.02
O 2.9958 -0.2377 0.8051 -5.331 1.705 -2.331 0.02
P 0.8172 -0.7138 -2.4557 0.827 -1.045 -2.656 0.08
C 1.4397 0.4993 -3.7430 -0.132 0.946 0.560 -0.02
H 1.7722 -0.0775 -4.6138 -0.168 -0.244 0.353 -0.01
C 2.2967 -1.8531 -2.2695 0.064 0.032 1.000 0.00
H 2.9783 -1.2095 -1.6987 0.119 -0.049 -0.120 0.00
C -0.5478 -1.5875 -3.3998 -0.696 0.128 0.628 0.00
H -1.2521 -0.7566 -3.5406 0.015 -0.041 -0.123 0.00
C -2.4309 1.9334 1.9757 -0.337 -0.835 -0.505 -0.02
P -0.6534 1.9518 1.4046 -0.780 2.892 0.994 -0.01
H -0.1063 4.3646 1.1093 -0.051 -0.312 0.061 0.00
H -2.9633 2.1961 1.0531 -0.015 0.024 0.098 0.00
C 0.3492 2.2367 2.9547 0.832 -0.875 -0.225 -0.02
H -0.1748 3.0037 3.5391 -0.228 -0.107 -0.380 -0.01
C 1.9807 -3.0674 -1.3840 0.116 -0.060 -0.257 0.01
H 2.9163 -3.5394 -1.0630 -0.170 0.055 -0.078 0.00
H 1.4032 -3.8162 -1.9343 0.117 0.089 0.147 0.00
H 1.4148 -2.7844 -0.4941 -0.161 -0.021 0.170 -0.01
C 3.0280 -2.2871 -3.5479 -0.273 0.218 -0.339 0.00
H 2.4257 -2.9739 -4.1474 0.128 0.091 0.122 0.00
H 3.9489 -2.8142 -3.2698 -0.205 0.140 0.072 0.00
H 3.3118 -1.4413 -4.1804 0.036 -0.193 0.118 0.00
C -0.1884 -2.1454 -4.7841 0.467 0.080 0.007 0.00
H 0.3556 -1.4284 -5.4055 -0.154 -0.150 0.043 0.00
H -1.1094 -2.4150 -5.3153 0.111 0.120 0.205 0.00
H 0.4158 -3.0529 -4.6999 -0.140 0.120 -0.019 0.00
C -1.2768 -2.6487 -2.5633 0.146 -0.089 -0.247 0.00
H -2.1997 -2.9426 -3.0768 0.165 0.048 0.133 0.00
H -1.5379 -2.2728 -1.5733 -0.054 -0.010 0.088 0.00
H -0.6658 -3.5462 -2.4358 -0.140 0.105 -0.020 0.00
C 0.3206 1.4483 -4.1926 -0.091 -0.232 -0.043 0.01
H -0.4696 0.9212 -4.7343 0.109 0.133 -0.018 0.00
H 0.7269 2.2208 -4.8563 -0.100 -0.175 0.153 0.00
H -0.1429 1.9478 -3.3345 0.018 0.153 -0.077 0.00
C 2.6418 1.2780 -3.1901 0.062 -0.202 0.031 0.01
H 2.3743 1.8077 -2.2698 0.035 0.144 -0.062 0.00
H 2.9820 2.0186 -3.9237 -0.065 -0.159 0.178 0.00
H 3.4843 0.6201 -2.9582 -0.020 0.133 -0.099 0.00
C -2.7626 2.9756 3.0513 0.533 0.179 0.084 -0.01
H -2.3992 3.9751 2.7881 -0.121 -0.123 0.067 0.00
H -2.3243 2.6994 4.0161 -0.114 0.035 -0.104 0.00
H -3.8484 3.0376 3.1890 0.183 -0.090 -0.165 0.00
C -2.9035 0.5278 2.3739 -0.043 0.108 -0.014 0.00
H -2.4405 0.1905 3.3055 -0.109 0.086 0.014 0.00
C 0.6185 3.2296 -0.5930 -0.002 0.062 0.301 0.00
H -2.6664 -0.2022 1.5971 -0.192 0.365 0.097 0.01
H -3.9894 0.5371 2.5240 0.195 -0.014 -0.005 0.00
C -1.7438 4.0283 -0.2545 -0.014 -0.071 0.220 -0.01
H 0.2642 2.3931 -1.2525 -0.001 -0.242 -0.119 0.02
H 0.7802 4.0505 -1.3035 0.002 -0.213 0.027 0.00
H 1.5769 2.9704 -0.1417 0.061 0.041 -0.076 0.00
C -0.4643 3.5636 0.4502 0.063 -0.444 -0.509 -0.05
H -1.5186 4.8882 -0.8968 -0.016 -0.174 0.135 0.00
H -2.5159 4.3357 0.4557 0.094 0.001 -0.159 0.00
H -2.1554 3.2354 -0.8877 -0.048 0.112 -0.090 0.00
C 1.7588 2.7503 2.6328 -0.138 0.119 0.002 0.01
H 2.2985 2.0434 1.9966 0.108 0.092 0.080 0.00
H 2.3266 2.8596 3.5642 -0.105 0.007 -0.181 0.00
H 1.7421 3.7264 2.1384 0.088 -0.172 0.125 0.00
C 0.4262 0.9349 3.7657 -0.027 0.156 0.118 0.01
H 0.8443 0.1292 3.1533 0.049 0.521 0.225 0.00
H -0.5563 0.6128 4.1201 0.072 0.051 0.067 0.00
H 1.0724 1.0769 4.6398 -0.135 -0.021 -0.128 0.00
H 0.6206 5.1752 -3.4454 0.001 0.013 -0.034 0.00
H 0.8433 4.7466 -4.0106 -0.003 0.009 0.038 0.00
C -2.5624 -2.4097 1.0135 -0.382 0.179 -0.813 -0.01
N -1.6721 -2.3887 2.1750 0.880 -0.036 0.426 0.50
C -2.1379 -3.3113 3.2091 -1.089 -0.542 0.720 0.00
C -0.4431 -1.6839 2.1577 -0.119 -1.182 -1.018 -0.04
O -0.2450 -0.8861 1.1885 0.064 -1.286 1.231 -0.14
N 0.5952 -2.0716 3.0410 -1.257 -0.615 -0.592 0.48
C 0.4173 -2.8310 4.2763 0.227 0.710 1.763 -0.01
C 1.9991 -2.0020 2.6418 1.198 -0.817 -0.250 0.01
H -2.5892 -3.4333 0.5797 0.109 0.384 0.462 0.03
H -2.2445 -1.7211 0.2326 0.086 -0.171 0.299 0.01
H -3.6020 -2.1400 1.3061 0.689 -0.282 0.097 0.03
H -1.4819 -4.1925 3.2953 0.047 0.487 0.244 0.03
H -2.3189 -2.7733 4.1597 0.491 -0.407 -0.349 0.02
H -3.1292 -3.7532 2.9620 0.662 0.615 -0.366 0.00
H 0.4345 -3.9246 4.0958 -0.385 0.464 0.020 0.04
H 1.2789 -2.6551 4.9579 -0.083 0.024 -0.844 0.01
H -0.3946 -2.4163 4.8986 -0.076 -0.732 -0.667 0.01
H 2.1181 -2.3552 1.6019 -0.186 0.697 0.334 0.00
H 2.4768 -1.0409 2.8899 -0.484 -0.201 -0.376 0.02
H 2.6264 -2.7218 3.2138 -0.938 0.233 0.000 0.01



Record 5
17
Properties=species:S:1:pos:R:3:forces:R:3:nbo_charge:R:1 method="wB97M-V/def2-TZVPD" total_charge=0 gap_ev=9.96 homo_ev=-8.983
C -2.4786 0.3336 0.0768 -2.526 -0.017 -0.103 -0.40
C -1.2074 0.1152 -0.0956 1.966 0.356 0.037 -0.03
C -0.3832 -1.2044 0.1661 0.306 0.548 0.616 -0.26
N 1.0746 -1.2023 -0.2526 -0.511 -0.523 -0.227 -0.62
C 1.9560 -0.0322 0.0976 -0.556 -0.633 0.422 -0.25
C 0.9362 0.9914 0.5011 1.194 0.272 0.355 0.03
O 0.5230 2.2371 -0.0602 -0.224 0.656 0.242 -0.45
C -0.0857 1.0267 -0.4848 -1.226 -0.018 -0.732 0.02
H -3.0215 1.2646 -0.1863 0.886 -0.420 0.336 0.21
H -3.1825 -0.4535 0.4032 0.620 0.224 -0.127 0.20
H -0.4127 -1.3833 1.2710 -0.062 -0.102 -0.911 0.21
H -0.8757 -2.0084 -0.3737 0.167 -0.278 0.203 0.22
H 1.1219 -1.3084 -1.2580 -0.165 -0.175 0.096 0.35
H 2.5398 0.2267 -0.7799 0.138 0.124 0.012 0.21
H 2.5976 -0.3443 0.9266 0.118 0.258 -0.175 0.20
H 0.6521 0.9267 1.5392 -0.285 -0.084 0.230 0.18
H 0.2459 0.8148 -1.4903 0.159 -0.189 -0.275 0.17



Record 6
8
Properties=species:S:1:pos:R:3:forces:R:3:nbo_charge:R:1 method="wB97M-V/def2-TZVPD" total_charge=-1 gap_ev=6.50 homo_ev=-1.929
C -1.2174 0.7418 -0.1663 -0.461 -1.860 1.268 0.26
O -0.0268 0.4627 0.1912 -0.807 0.769 -0.612 -0.80
C -2.4262 0.0651 0.1585 0.391 0.102 -0.876 -0.82
H 5.4119 -1.0337 -0.0705 0.277 -0.728 1.365 0.01
H -2.6379 -0.9818 0.5782 0.831 1.695 -0.522 0.16
H 5.5569 -1.4011 0.6151 -0.279 0.728 -1.364 -0.01
H -1.4755 1.6429 -0.8131 0.635 -0.311 0.363 0.05
H -3.1849 0.5040 -0.4931 -0.586 -0.395 0.377 0.15